Molecular formula: C22H25N8Rb
Method: DFT, ωB97M-V/def2-TZVPD

The geometry in ORCA input format:
```
! wB97M-V def2-TZVPD RIJCOSX def2/J DEFGRID3
* xyz 0 1
Rb -0.26825 0.80600 -0.91465
N 0.84269 1.51407 2.43370
N -2.45103 -0.73723 -0.20217
N 2.98144 -1.52712 -0.48403
N -0.56085 3.23250 0.70065
N 2.47240 0.80027 -0.90426
N -1.91030 3.42291 -2.01007
N -1.55760 -2.98591 -0.33550
N 0.53498 -1.70439 -0.41142
C -3.87921 -2.63434 -0.38545
C 1.27967 -6.30760 -0.42660
C -4.83829 -0.45443 -0.23737
C 4.22088 2.42564 -0.61337
C -1.01771 3.05904 2.07298
C -3.55183 0.02807 -0.17024
C -2.59026 -2.06530 -0.30645
C 5.08794 1.41179 -0.20313
C 3.29905 -0.17950 -0.52076
C -4.99486 -1.83648 -0.35255
C 2.94042 2.05379 -0.95261
C 2.60705 -5.88192 -0.50001
C 0.23442 -5.38938 -0.37647
C 1.87427 -3.63250 -0.47114
C -0.60359 1.68753 2.57933
C 0.56850 -4.05055 -0.40283
C -0.27192 -2.81394 -0.37247
C -2.26653 4.18548 -0.80439
C -1.03377 4.44740 0.04867
C 1.83929 -2.13835 -0.46805
C 2.92439 -4.52655 -0.52130
C 4.63297 0.11724 -0.17083
H -1.09026 0.93026 1.96330
H -1.43057 4.02965 -2.66580
H -2.74444 3.10299 -2.48802
H 6.10947 1.63897 0.07646
H -0.97227 1.55268 3.60129
H -5.98267 -2.27647 -0.41218
H 1.34955 1.88944 3.22413
H 1.06323 -7.36860 -0.40859
H 5.27052 -0.70727 0.11569
H -2.97142 3.59044 -0.21760
H -2.10794 3.14214 2.09943
H 1.09770 0.53926 2.34435
H -0.62341 3.84242 2.73942
H -3.94561 -3.70982 -0.46891
H -5.68334 0.21892 -0.19852
H -2.76548 5.13408 -1.03268
H -1.25571 5.23695 0.77864
H -0.80090 -5.69909 -0.32000
H -3.38002 1.09979 -0.07857
H 4.53058 3.45954 -0.67339
H 3.39923 -6.61928 -0.54014
H 2.23335 2.81364 -1.28412
H -0.24032 4.83984 -0.59507
H 3.94695 -4.17604 -0.57410
H 0.44944 3.16935 0.69780
*
```

Properties
Total energy = -35797.113 eV
Max |F| = 0.82 eV/A

Results of the Mulliken charge analysis, in e, for atoms 1 through 5:
1. Rb 0.612
2. N -0.433
3. N 0.183
4. N -0.416
5. N 0.127

Molecular formula: C35H27Br3N7O6Ti
Method: DFT, ωB97M-V/def2-TZVPD

The geometry in ORCA input format:
```
! wB97M-V def2-TZVPD RIJCOSX def2/J DEFGRID3
* xyz 1 1
Br 1.30423 -0.50205 -3.05199
Br 4.18379 -1.98758 0.02248
Br -7.95571 -1.33359 4.92395
Ti -0.64786 -0.47308 0.83843
O 0.21442 1.05229 0.98988
O -1.69325 0.02288 2.48042
O -2.04147 -0.07592 -0.13071
O -1.90555 -1.99787 1.74406
O -4.35724 3.40869 0.48338
O 0.79168 3.19782 0.84614
N -1.82417 1.91428 -1.25671
N 1.65660 -3.44023 2.69205
N -0.71258 1.32930 -1.72221
N 0.77493 -1.50829 2.16462
N 2.71070 0.27446 0.53907
N 0.31639 -4.32229 -0.12337
N -0.16065 -2.19880 -0.25192
C 4.85078 2.02957 0.70570
C 1.91415 -2.58531 3.74016
C 4.08943 2.53136 -5.11630
C -4.46310 0.04519 3.21280
C 5.29308 2.23018 -5.73158
C -5.98592 0.12970 -1.46883
C 2.32672 2.13518 -3.45022
C -6.19491 2.30969 -0.46878
C 5.58966 0.38389 -4.22847
C -5.73303 -0.01593 3.75883
C -5.50470 -2.41551 3.99765
C 3.55203 2.49368 0.85642
C 2.52314 1.57588 0.76226
C 1.33530 1.39852 -2.94821
C 0.97548 -2.74633 1.76433
C -4.04794 1.21329 -0.52394
C -6.23642 -1.24651 4.15510
C 1.34957 -1.39396 3.40193
C 1.10531 2.04360 0.87938
C -6.76239 1.22875 -1.11637
C 0.42974 -3.13188 0.47733
C -2.57298 1.21768 -0.20890
C -4.83825 2.30355 -0.16962
C -4.63648 0.12970 -1.16833
C 4.37989 0.67877 -3.61986
C 0.15169 2.01071 -2.35608
C -4.24639 -2.34918 3.42684
C -3.72296 -1.12022 3.04099
C -0.67756 -2.81636 -1.36465
C -2.39382 -1.05310 2.41612
C 5.06384 0.68405 0.45860
C 3.94426 -0.13467 0.38478
C 3.60370 1.74787 -4.06769
C 6.04563 1.15029 -5.29214
C -0.37175 -4.13688 -1.30811
H -5.92178 -3.36182 4.31117
H 2.14770 3.20770 -3.40989
H 0.68269 -5.20061 0.20366
H -4.01395 -0.71853 -1.42137
H 3.32673 3.53662 1.02758
H -6.43293 -0.71687 -1.97161
H -4.05130 0.99770 2.90516
H -6.32639 0.87938 3.87754
H -6.78389 3.17083 -0.18134
H 6.05435 0.27589 0.32165
H -0.58472 -4.94765 -1.98088
H -3.43406 3.30676 0.73377
H -7.82048 1.24105 -1.34292
H -2.40591 1.69959 0.76386
H 4.04636 0.08552 -2.77993
H -1.19916 -2.26196 -2.12523
H 1.32162 -0.47196 3.95588
H -1.93792 2.91863 -1.32776
H 6.98854 0.91475 -5.76780
H 5.68887 2.70957 0.77713
H -3.66846 -3.25068 3.27006
H 3.50953 3.38184 -5.45579
H 5.64546 2.84165 -6.55184
H 0.07159 3.09690 -2.45068
H 2.45414 -2.89722 4.61591
H 1.98212 -4.38979 2.62427
H 6.18172 -0.44728 -3.86723
*
```

Properties
Total energy = -292690.789 eV
Max |F| = 1.40 eV/A

Results of the Mulliken charge analysis, in e, for atoms 1 through 5:
1. Br -0.050
2. Br -0.110
3. Br -0.159
4. Ti -0.501
5. O 0.791

Molecular formula: C2H8S3
Method: DFT, ωB97M-V/def2-TZVPD

The geometry in ORCA input format:
```
! wB97M-V def2-TZVPD RIJCOSX def2/J DEFGRID3
* xyz 0 1
S -1.41276 0.71396 1.66456
S 3.11297 -1.35544 -0.97798
S -3.20352 0.38921 0.60591
C 2.22061 0.27512 -0.89340
C 0.86855 0.20583 -1.56137
H 0.96270 0.25388 -2.64464
H -0.56857 -0.18744 1.07088
H 0.42773 -0.73721 -1.24317
H 2.16586 0.49715 0.17135
H 0.22723 1.03591 -1.26723
H -2.65481 0.52928 -0.59052
H 2.93962 0.98861 -1.28887
H 3.13151 -1.55965 0.34838
*
```

Properties
SMILES string = CCS.SS
Total energy = -34708.965 eV
Max |F| = 1.20 eV/A

Results of the Mulliken charge analysis, in e, for atoms 1 through 5:
1. S -0.177
2. S -0.225
3. S -0.136
4. C -0.465
5. C -0.914

Molecular formula: C26H60N3O7
Method: DFT, ωB97M-V/def2-TZVPD

The geometry in ORCA input format:
```
! wB97M-V def2-TZVPD RIJCOSX def2/J DEFGRID3
* xyz 1 1
O 5.64968 5.62170 0.07827
O -0.58722 -2.90697 2.74427
O 0.69256 -3.80268 -4.69192
O 2.71655 0.24171 0.91895
O -1.86826 -0.67970 1.22428
O -1.34238 -5.76495 -0.71313
O 4.81786 10.09815 -1.28787
N -4.04554 -1.10431 1.88115
N -5.81803 -2.33121 1.89374
N -7.08942 -2.69737 1.56572
C 3.75620 10.48256 -2.16082
C 0.12119 -1.46795 -4.43227
C -1.59910 -3.16528 -5.12217
C 3.49694 2.49435 0.49610
C -8.01451 -4.74173 0.72257
C 0.28195 -6.85960 -2.12907
C -1.02480 -3.93706 1.85706
C -3.03308 -0.05917 1.61369
C -0.34559 -2.90928 -4.29791
C 5.09110 6.28982 1.21206
C 2.62133 9.47245 -2.07832
C -1.17333 -5.21102 2.66267
C -1.00041 -7.01256 -1.33021
C 4.27118 10.61860 -3.58528
C 5.59549 7.72168 1.27511
C -4.89272 -2.94874 2.71527
C -0.77037 -0.57357 2.14340
C 5.43266 5.52401 2.48196
C -7.90966 -4.30493 3.24943
C -7.61533 -3.85361 1.84624
C -5.28477 -1.21935 1.39989
C 3.16005 1.45016 1.54688
C 4.35485 1.15884 2.44133
C -3.78717 -2.16326 2.70824
C -2.14788 -7.48963 -2.20584
C 0.06635 -1.82452 2.10195
H -7.00585 -4.24666 3.85979
H -8.63604 -3.62198 3.68585
H 3.48097 10.94072 -4.26457
H 5.08447 11.34277 -3.62910
H -0.24085 -5.45085 3.17056
H 0.34950 -2.04424 1.07169
H 1.01908 -1.30074 -3.83744
H 5.06847 4.49814 2.42089
H -5.03911 -3.87415 3.23746
H -3.41989 0.56500 0.80623
H 6.51580 5.47435 2.62120
H -3.06199 -7.59053 -1.61930
H -1.99398 -3.68277 1.41568
H 0.89595 -3.63238 -5.61811
H 3.44086 -0.08604 0.37487
H 6.60644 5.61137 0.19082
H -0.54655 -3.13036 -3.24657
H 6.68398 7.73987 1.37939
H 0.57953 -7.80290 -2.58768
H -2.41777 -2.51228 -4.81550
H 2.26363 9.38429 -1.05191
H 3.81237 3.43223 0.95100
H -1.98416 -5.12342 3.38900
H 1.78461 9.76196 -2.71544
H -1.92160 -4.20199 -5.01686
H -1.39871 -2.99168 -6.18224
H -2.87407 -2.34830 3.25269
H -2.34452 -6.76492 -3.00119
H 3.41022 11.45274 -1.80228
H 0.37044 -1.24580 -5.47296
H 5.14473 9.24168 -1.58545
H 0.97029 -1.59295 2.67053
H -1.41506 -6.04191 2.00026
H -1.48583 -5.12412 -1.41847
H 2.32376 1.79905 2.15658
H -8.24445 -5.33813 3.26619
H -0.28831 -4.11594 1.07331
H 2.63355 2.69112 -0.14064
H -9.05202 -5.07480 0.77989
H 4.99515 5.99596 3.36270
H -0.12835 0.25445 1.82519
H 2.96977 8.48418 -2.39181
H 5.15982 8.26128 2.11654
H -2.91482 0.55919 2.50395
H -5.76893 -0.52784 0.73439
H -0.64890 -0.76758 -4.10555
H 4.66356 9.66150 -3.94015
H -7.33304 -5.59595 0.76897
H -0.84429 -7.72040 -0.51473
H 5.34723 8.25471 0.35946
H 4.69488 2.05860 2.95521
H 5.18491 0.76553 1.84884
H -1.92220 -8.45193 -2.66543
H 1.09394 -6.51412 -1.48880
H -1.08292 -0.35477 3.16791
H 0.15516 -6.11634 -2.92217
H -7.87882 -4.22770 -0.22560
H 4.00983 6.29012 1.06206
H 4.10112 0.40678 3.18912
H 4.30256 2.14335 -0.15363
*
```

Properties
Total energy = -46728.702 eV
Max |F| = 3.04 eV/A

Results of the Mulliken charge analysis, in e, for atoms 1 through 5:
1. O -0.550
2. O -0.390
3. O -0.535
4. O -0.463
5. O -0.315